Version w
C2H7N3S in the gas phase, computed with the ωB97M-V functional and the def2-TZVPD basis.

Results
SMILES = CN(N)/C=N\S
multiplicity = 1
LUMO = 0.41 eV

Cartesian coordinates (Å):
C 0.923 -0.307 1.047
C -0.435 0.640 -0.648
H 1.823 0.624 0.804
H 0.281 -0.038 1.903
H 1.362 -1.358 1.229
H 0.305 -2.153 -1.925
H 1.288 -0.773 -2.115
H -0.503 0.980 -1.722
H -2.998 1.797 1.308
N 0.002 -0.679 -0.285
N 0.707 -1.403 -1.378
N -0.877 1.627 0.143
S -1.879 1.042 1.639

Version x
C2H7N3S in the gas phase, computed with the ωB97M-V functional and the def2-TZVPD basis.

Results
SMILES = [H]/N=[N+](\[S-])CNC
multiplicity = 1
LUMO (spin up / spin down) = -0.33 / -0.33 eV

Cartesian coordinates (Å):
C 0.198 -0.313 -1.693
C -0.688 0.675 0.280
N 0.659 0.175 2.421
N 0.272 0.707 -0.736
N -0.199 -0.254 1.467
S -0.690 -1.741 1.185
H 0.956 -0.009 -2.488
H 0.650 -1.250 -1.353
H -0.723 -0.589 -1.974
H -0.920 1.652 0.713
H -1.518 0.089 -0.005
H 1.098 -0.559 2.917
H 0.906 1.418 -0.734

version x wins, 0.0576 hartree ahead of the next structure.

Version w
2 unconnected molecules or ions with the total composition C3H11NS, computed with the ωB97M-V functional and the def2-TZVPD basis.

Results
SMILES = CSC.CN
multiplicity = 1
LUMO = 0.98 eV

Cartesian coordinates (Å):
C 2.480 -4.037 0.148
N 1.662 -5.002 0.827
H 2.724 -4.481 -0.804
H 2.111 -3.066 -0.181
H 3.336 -3.768 0.705
H 1.168 -5.710 0.307
H 0.926 -4.901 1.459
C -1.371 2.768 0.868
S -2.813 3.131 -0.238
C -1.878 4.077 -1.420
H -0.612 2.033 0.453
H -0.746 3.749 1.085
H -1.756 2.272 1.760
H -2.735 4.576 -1.855
H -1.259 3.525 -2.128
H -1.238 4.834 -0.986

Version x
3 unconnected molecules or ions with the total composition C3H11NS, computed with the ωB97M-V functional and the def2-TZVPD basis.

Results
multiplicity = 1
LUMO = -0.13 eV

Cartesian coordinates (Å):
S -0.252 -2.798 1.365
H 0.141 -2.095 2.429
C -1.770 0.380 0.455
C -0.517 0.993 -0.140
N 0.350 -0.048 -0.706
C 1.682 0.361 -1.069
H -1.419 -0.363 1.187
H -2.286 1.168 1.036
H -2.444 -0.101 -0.271
H -0.638 1.813 -0.868
H 0.056 1.310 0.746
H -0.094 -0.557 -1.461
H 0.947 -1.370 0.899
H 1.719 0.992 -1.982
H 2.280 -0.530 -1.374
H 2.245 0.846 -0.248

version w wins, 0.0454 hartree ahead of the next structure.

Version w
C19H21N5O2S in the gas phase, computed with the ωB97M-V functional and the def2-TZVPD basis.

Results
SMILES = CCn1c(SCC(=O)c2[nH]c(C)c(C(C)=O)c2C)nnc1-c1ccncc1
multiplicity = 1
LUMO = 0.15 eV

Cartesian coordinates (Å):
O 1.748 -2.864 0.936
O -3.355 0.008 -1.456
N -0.829 2.558 1.630
N 0.481 2.159 1.586
N 4.594 0.844 -1.014
S -2.942 3.076 0.012
C 0.557 -3.181 0.971
C -3.014 0.256 -0.327
C -1.270 2.722 0.403
C 0.830 2.171 0.311
C -0.428 -2.123 1.035
C -2.024 -0.586 0.377
C -1.416 -1.802 0.020
C -0.542 -1.178 2.024
C 4.192 2.115 -1.289
C 3.830 0.063 -0.252
C 2.946 2.597 -0.893
C 2.591 0.456 0.215
C 2.120 1.728 -0.128
N -1.451 -0.200 1.554
N -0.254 2.581 -0.507
C 0.269 -4.641 0.738
C -1.653 -2.631 -1.241
C 0.244 -1.034 3.295
C -3.724 1.452 0.305
C -0.231 1.294 -2.633
C -0.342 2.670 -1.973
H 4.817 2.744 -1.922
H 4.262 -0.876 0.083
H 2.647 3.625 -1.134
H 2.031 -0.238 0.835
H -1.499 0.736 1.971
H 1.050 -5.291 1.196
H -0.682 -4.896 1.190
H 0.272 -4.819 -0.325
H -2.434 -2.160 -1.812
H -0.770 -2.754 -1.922
H -2.016 -3.597 -0.931
H 1.065 -1.805 3.339
H 0.692 -0.049 3.400
H -0.409 -1.188 4.164
H -4.718 1.517 -0.143
H -3.836 1.270 1.365
H 0.732 0.833 -2.375
H -1.001 0.658 -2.311
H -0.295 1.332 -3.737
H 0.461 3.335 -2.323
H -1.301 3.111 -2.304

Version x
C19H21N5O2S in the gas phase, computed with the ωB97M-V functional and the def2-TZVPD basis.

Results
SMILES = CCN1CCN(c2ccc([N+](=O)[O-])c(Sc3nc4ccccc4[nH]3)c2)CC1
multiplicity = 1
LUMO = -0.19 eV

Cartesian coordinates (Å):
C -5.106 -1.719 -1.813
H -4.394 -1.629 -2.628
H -5.679 -0.798 -1.749
H -5.790 -2.535 -2.031
C -4.364 -2.000 -0.512
N -3.323 -1.020 -0.279
C -3.839 0.320 -0.028
H -3.844 0.866 -0.977
C -2.981 1.082 0.988
N -1.580 0.918 0.694
C -0.708 1.923 0.454
C 0.655 1.623 0.262
C 1.592 2.602 0.018
C 1.185 3.948 -0.039
C -0.166 4.259 0.153
C -1.092 3.284 0.394
H -2.118 3.582 0.528
H -0.453 5.298 0.101
N 2.104 4.972 -0.280
O 1.714 6.128 -0.324
O 3.281 4.650 -0.439
S 3.299 2.254 -0.224
C 3.464 0.506 -0.102
N 2.607 -0.452 0.119
C 3.333 -1.617 0.097
C 2.921 -2.932 0.273
C 3.885 -3.916 0.197
C 5.226 -3.615 -0.047
C 5.656 -2.314 -0.224
C 4.694 -1.321 -0.150
N 4.742 0.044 -0.271
H 5.549 0.617 -0.452
H 6.692 -2.081 -0.413
H 5.944 -4.420 -0.097
H 3.599 -4.949 0.329
H 1.885 -3.163 0.460
H 1.006 0.608 0.310
C -1.149 -0.468 0.629
H -0.450 -0.691 1.444
C -2.341 -1.421 0.704
H -1.989 -2.423 0.449
H -2.748 -1.467 1.729
H -0.638 -0.637 -0.323
H -3.177 0.705 2.000
H -3.267 2.130 0.973
H -4.870 0.286 0.355
H -3.883 -2.979 -0.584
H -5.085 -2.038 0.326

version w wins, 0.0748 hartree ahead of the next structure.

Version w
2 unconnected molecules or ions with the total composition C3H8NO3, computed with the ωB97M-V functional and the def2-TZVPD basis.

Results
charge = -1
multiplicity = 1
LUMO = 3.73 eV

Cartesian coordinates (Å):
O 1.580 1.159 2.353
C 1.414 0.250 1.573
O 2.274 -0.680 1.467
C 0.167 0.279 0.454
C -0.935 -0.577 0.787
N 0.824 -0.037 -0.802
H -0.123 1.364 0.434
H -1.385 -0.442 1.741
H -1.781 -0.327 0.120
H -0.570 -1.614 0.630
H 1.626 0.619 -0.765
H 1.218 -1.056 -0.743
H -0.900 0.082 -1.840
H -1.797 0.274 -3.101
O -1.612 0.704 -2.308

Version x
2 unconnected molecules or ions with the total composition C3H8NO3, computed with the ωB97M-V functional and the def2-TZVPD basis.

Results
charge = -1
multiplicity = 1
LUMO = 3.98 eV

Cartesian coordinates (Å):
O -0.109 1.655 -1.696
C 0.488 0.824 -1.027
N 0.042 -0.264 -0.361
C -1.677 -0.320 -0.023
O -1.940 -1.453 0.517
C 2.117 0.995 -1.162
H 0.694 -0.971 0.188
H -2.020 -0.354 -1.010
H -1.672 0.596 0.528
H 2.151 2.099 -1.455
H 2.758 0.990 -0.293
H 2.413 0.326 -2.046
H -1.260 -0.837 3.077
H -1.134 -1.637 1.915
O -0.852 -1.649 2.847

version w wins, 0.0362 hartree ahead of the next structure.

Version w
C2H8NPS in the gas phase, computed with the ωB97M-V functional and the def2-TZVPD basis.

Results
SMILES = C=[P@](C)(N)S
multiplicity = 1
LUMO = 0.69 eV

Cartesian coordinates (Å):
C 0.736 -0.330 -1.461
C -0.979 1.015 0.224
N 1.418 0.215 1.086
P 0.190 -0.261 0.103
S -0.861 -1.855 1.249
H 1.401 -1.094 -1.578
H -0.158 -0.145 -2.186
H -1.648 1.017 1.111
H -0.467 2.086 0.250
H -1.477 0.951 -0.798
H 2.359 -0.158 0.763
H 1.193 0.059 2.095
H -0.147 -2.960 0.713

Version x
2 unconnected molecules or ions with the total composition C2H8NPS, computed with the ωB97M-V functional and the def2-TZVPD basis.

Results
multiplicity = 1
LUMO (spin up / spin down) = -1.62 / -0.91 eV

Cartesian coordinates (Å):
C 1.072 0.879 1.442
C 0.552 -1.796 -0.100
N 0.363 0.968 -1.161
P 0.116 0.010 0.253
S -3.121 -0.186 -0.188
H 1.628 1.749 0.989
H 1.168 0.718 2.531
H 1.263 -1.744 -0.983
H 1.003 -2.056 0.793
H -0.396 -2.205 -0.394
H 0.463 1.975 -1.009
H -0.241 0.833 -2.012
H -3.868 0.856 -0.161

version w wins, 0.0788 hartree ahead of the next structure.